# 1
Here is a structure of composition C36H52BBrCrF5N5SSi4Te at a distorted geometry from the Open Molecules 2025 dataset. Energies are from ωB97M-V/def2-TZVPD.

Summary:
Energy ... -7643.731490 Ha
LUMO level ... 3.568 eV
HOMO-LUMO gap ... 5.92 eV
Expectation value of S² ... 6.0269

```
! wB97M-V def2-TZVPD RIJCOSX def2/J DEFGRID3
* xyz -2 5
Cr -2.27 -1.18 0.99
B -3.35 -3.75 -0.78
N -4.00 -3.77 0.67
C -4.84 -4.66 1.12
C -5.02 -4.43 2.49
C -4.22 -3.31 2.73
N -3.63 -2.86 1.61
N -1.82 -3.78 -0.67
C -0.95 -4.44 -1.43
C 0.31 -4.13 -1.05
C 0.12 -3.22 0.03
N -1.14 -2.98 0.17
H -3.63 -2.71 -1.40
H -3.79 -4.65 -1.37
H -5.35 -5.39 0.50
H -5.65 -4.92 3.22
H -4.12 -2.72 3.65
H -1.26 -5.27 -2.11
H 1.25 -4.53 -1.39
H 0.90 -2.82 0.66
C -7.42 1.15 0.50
Si -6.07 -0.15 0.67
C -6.66 -1.83 -0.11
C -5.92 -0.41 2.62
Si -3.95 0.29 -0.35
Si -4.40 0.52 -2.79
C -4.50 -1.10 -3.76
C -3.11 1.64 -3.80
C -6.04 1.46 -3.23
Si -3.52 2.56 0.19
C -4.81 3.78 -0.48
C -3.30 2.89 2.03
C -1.88 3.11 -0.66
H -8.37 0.84 0.93
H -7.61 1.56 -0.49
H -7.09 1.96 1.19
H -7.54 -2.28 0.33
H -5.89 -2.63 -0.02
H -6.70 -1.62 -1.24
H -6.80 -0.03 3.09
H -4.97 -0.06 3.04
H -5.99 -1.47 2.74
H -3.53 -1.40 -4.35
H -5.35 -1.05 -4.51
H -4.71 -1.86 -3.12
H -2.09 1.40 -3.64
H -3.35 2.64 -3.64
H -3.33 1.42 -4.94
H -6.97 1.10 -2.78
H -6.27 1.45 -4.28
H -5.99 2.53 -2.93
H -5.75 3.28 -0.27
H -4.63 4.04 -1.52
H -4.76 4.74 0.06
H -4.23 2.80 2.55
H -2.88 3.90 2.10
H -2.61 2.13 2.49
H -1.85 2.52 -1.59
H -1.04 2.92 -0.02
H -2.02 4.15 -0.99
F -1.32 0.48 3.61
C -1.75 -0.80 3.24
F -2.92 -1.02 4.07
C -0.78 -1.78 4.01
F -1.04 -3.09 3.78
F -0.91 -1.61 5.34
F 0.49 -1.59 3.67
Br -0.89 -0.93 -2.36
C 0.03 -0.08 -0.96
C 1.38 0.27 -1.25
C 2.10 0.83 -0.24
C 1.40 1.06 0.97
C 0.06 0.74 1.14
N -0.61 0.18 0.12
H 1.82 0.18 -2.25
H 3.10 1.07 -0.52
H 1.95 1.55 1.74
H -0.47 0.96 2.04
S 5.99 2.57 1.11
C 6.62 4.04 0.46
C 5.97 5.28 0.51
C 6.51 6.44 0.02
C 7.81 6.51 -0.53
C 8.53 5.29 -0.47
C 7.95 4.13 0.06
H 4.93 5.20 0.83
H 5.91 7.32 0.09
H 8.20 7.31 -1.11
H 9.62 5.21 -0.76
H 8.55 3.19 0.19
C 8.23 -0.04 0.69
Te 6.92 0.25 -1.02
C 7.98 -1.44 -1.87
C 8.99 -1.92 -0.86
C 9.91 -2.86 -1.26
C 10.82 -3.40 -0.31
C 10.80 -2.89 0.97
C 9.99 -1.83 1.31
C 9.08 -1.28 0.40
H 7.66 -0.15 1.58
H 8.88 0.86 0.80
H 8.66 -1.17 -2.75
H 7.34 -2.14 -2.23
H 9.92 -3.27 -2.21
H 11.37 -4.32 -0.60
H 11.53 -3.18 1.77
H 9.98 -1.52 2.36
*
```

Atomic partial charges in e from the Mulliken method, atoms 1 to 8: number 1, Cr, carries 0.10; number 2, B, carries 0.58; number 3, N, carries -1.00; number 4, C, carries -0.12; number 5, C, carries -1.09; number 6, C, carries -1.04; number 7, N, carries 1.49; number 8, N, carries 0.02


# 2
Here is a cluster of 8 separate species, C36H52Br14F17NO3 in total at a distorted geometry from the Open Molecules 2025 dataset. Energies are from ωB97M-V/def2-TZVPD.

Summary:
SMILES string ... CC[C@H](C)[C@H]1C(=O)N[C@@H](CCCC(=O)O)[C@@H]1CCC(F)(F)C(F)(F)C(F)(F)C(F)(F)C(F)(F)C(F)(F)C(F)(F)C(F)(F)F.BrCCBr.BrCCBr.BrCCBr.BrCCBr.BrCCBr.BrCCBr.BrCCBr
Energy ... -39417.409460 Ha
LUMO level ... 0.237 eV
HOMO-LUMO gap ... 10.13 eV

```
! wB97M-V def2-TZVPD RIJCOSX def2/J DEFGRID3
* xyz 0 1
C -0.69 -2.76 0.11
C -0.14 -1.99 -1.08
C -0.27 -0.47 -0.89
C -1.45 0.09 -1.70
C 1.00 0.34 -1.15
C 2.09 -0.20 -0.21
O 2.10 -0.04 1.00
N 3.09 -0.85 -0.95
C 3.04 -0.30 -2.32
C 3.53 -1.29 -3.35
C 4.64 -0.81 -4.29
C 5.79 -0.06 -3.65
C 6.41 -0.85 -2.52
O 6.93 -1.92 -2.72
O 6.42 -0.31 -1.30
C 1.58 0.20 -2.54
C 1.60 1.41 -3.49
C 1.13 2.72 -2.86
C 1.33 3.91 -3.77
F 0.38 4.86 -3.53
F 1.22 3.56 -5.08
C 2.70 4.62 -3.66
F 3.66 3.83 -4.22
F 2.64 5.76 -4.38
C 3.16 5.00 -2.21
F 3.78 6.20 -2.24
F 2.08 5.11 -1.40
C 4.15 3.98 -1.57
F 3.89 2.72 -1.99
F 3.97 4.01 -0.23
C 5.65 4.31 -1.84
F 5.82 4.73 -3.10
F 6.02 5.29 -0.98
C 6.57 3.07 -1.59
F 6.53 2.29 -2.70
F 6.12 2.36 -0.53
C 8.04 3.48 -1.31
F 8.39 4.51 -2.12
F 8.16 3.86 -0.02
C 9.04 2.31 -1.57
F 10.23 2.63 -1.00
F 9.22 2.13 -2.92
F 8.58 1.15 -1.03
H -1.47 -2.18 0.59
H 0.07 -2.98 0.84
H -1.14 -3.69 -0.19
H -0.70 -2.30 -1.95
H 0.88 -2.30 -1.26
H -0.51 -0.31 0.15
H -1.11 0.54 -2.63
H -2.14 -0.71 -1.92
H -1.97 0.83 -1.12
H 0.79 1.35 -0.79
H 2.97 -1.86 -0.90
H 3.64 0.60 -2.23
H 2.69 -1.62 -3.94
H 3.91 -2.16 -2.82
H 4.20 -0.20 -5.07
H 5.06 -1.67 -4.78
H 5.48 0.92 -3.31
H 6.56 0.11 -4.38
H 5.86 0.47 -1.26
H 1.07 -0.62 -3.04
H 2.60 1.56 -3.88
H 0.97 1.21 -4.34
H 0.06 2.66 -2.69
H 1.58 2.88 -1.90
Br -6.02 -3.50 0.91
C -4.56 -3.65 2.20
C -4.42 -2.40 3.01
Br -3.57 -0.97 2.01
H -3.67 -3.90 1.64
H -4.83 -4.49 2.84
H -3.78 -2.58 3.87
H -5.38 -2.02 3.35
Br -7.66 0.39 1.04
C -7.70 0.74 -0.87
C -7.18 -0.42 -1.66
Br -5.24 -0.57 -1.52
H -7.11 1.64 -1.02
H -8.74 0.94 -1.12
H -7.39 -0.30 -2.72
H -7.58 -1.37 -1.31
Br -4.27 -7.22 2.95
C -2.81 -7.40 4.23
C -2.60 -6.13 5.01
Br -1.70 -4.76 3.96
H -1.93 -7.69 3.67
H -3.10 -8.20 4.90
H -1.95 -6.31 5.87
H -3.54 -5.70 5.35
Br 12.57 6.80 -0.20
C 10.74 6.32 0.24
C 10.10 7.32 1.17
Br 10.75 7.13 2.99
H 10.77 5.32 0.66
H 10.21 6.30 -0.71
H 9.03 7.16 1.22
H 10.30 8.35 0.87
Br -9.73 -5.95 1.78
C -9.96 -5.49 -0.09
C -9.58 -4.06 -0.36
Br -10.93 -2.80 0.27
H -11.00 -5.71 -0.34
H -9.31 -6.16 -0.64
H -9.50 -3.89 -1.44
H -8.65 -3.79 0.12
Br -9.03 -2.79 6.86
C -7.95 -2.71 5.25
C -7.62 -4.09 4.74
Br -6.26 -4.95 5.85
H -7.07 -2.12 5.50
H -8.55 -2.17 4.51
H -7.21 -4.05 3.74
H -8.47 -4.75 4.75
Br -5.24 -0.97 7.16
C -4.97 0.46 5.87
C -5.88 1.63 6.14
Br -7.71 1.23 5.61
H -5.13 0.04 4.89
H -3.92 0.75 5.96
H -5.58 2.49 5.55
H -5.91 1.89 7.19
*
```

Atomic partial charges in e from the Mulliken method, atoms 1 to 8: number 1, C, carries -1.24; number 2, C, carries -0.39; number 3, C, carries -0.31; number 4, C, carries -1.41; number 5, C, carries -0.15; number 6, C, carries -0.93; number 7, O, carries -0.67; number 8, N, carries -0.51


Number 2 is which compound?
C36H52Br14F17NO3